(1)
ORCA calculation (ωB97M-V/def2-TZVPD) on the molecule C3H2ClN3O2 at a distorted geometry.

Each line ends with the Mulliken charge.
Geometry (Å):
Cl1 -3.048 -0.065 -0.588  -0.179
O1 1.055 -2.033 -0.013  -0.118
O2 1.446 1.395 -0.091  -0.590
N1 -1.443 1.596 0.590  -0.385
N2 -0.133 -1.651 -0.066  -0.320
N3 1.927 -0.881 -0.119  -0.047
C1 -1.549 0.538 0.029  0.239
C2 -0.198 -0.393 -0.074  0.281
C3 1.115 0.236 -0.097  0.573
H1 2.971 -1.064 -0.002  0.268
H2 -2.144 2.321 0.430  0.277

Gap between HOMO and LUMO ... 0.37771 Ha
Max |F| ... 0.10561 hartree/bohr
Energy above the lowest of the compared OMol25 structures with the same formula, charge and spin ... 3.4282 eV


(2)
ORCA calculation (ωB97M-V/def2-TZVPD) on a structure of composition C38H37GeN4O7SeZr at a distorted geometry.

Each line ends with the Mulliken charge.
Geometry (Å):
Zr1 14.447 -12.563 12.499  1.083
Se1 14.811 -11.179 9.407  0.397
Ge1 9.852 -16.745 13.733  1.893
O1 16.771 -14.909 8.725  -0.518
O2 14.991 -13.629 10.924  -0.783
O3 15.868 -13.850 13.210  -0.895
O4 12.945 -12.829 14.087  -0.813
O5 19.247 -15.837 10.415  -0.438
O6 18.269 -15.869 13.268  -0.522
O7 12.431 -13.003 12.019  -0.574
N1 15.022 -11.107 14.132  0.168
N2 16.707 -10.069 15.420  0.244
N3 14.606 -9.519 8.846  -0.708
N4 14.154 -10.832 11.033  -0.111
C1 17.730 -15.436 12.291  0.147
C2 9.132 -16.407 15.439  0.402
C3 14.950 -9.289 17.004  -0.929
C4 7.792 -16.622 15.716  -0.397
C5 8.411 -17.007 11.210  -0.485
C6 11.953 -18.737 13.419  -0.341
C7 9.955 -16.181 16.545  -0.428
C8 12.446 -20.000 13.240  -0.612
C9 12.767 -6.898 10.604  -0.541
C10 11.363 -15.575 13.452  -1.457
C11 8.084 -16.162 18.069  -0.550
C12 18.353 -8.481 16.485  -1.372
C13 16.934 -14.971 9.902  -0.075
C14 12.613 -7.650 11.847  -0.557
C15 7.396 -16.762 10.303  -0.613
C16 7.629 -15.219 12.604  0.125
C17 16.528 -14.495 12.246  0.935
C18 16.188 -10.520 14.257  1.186
C19 11.553 -21.097 13.299  -0.420
C20 8.525 -16.295 12.417  0.041
C21 13.157 -8.859 12.110  -0.716
C22 9.416 -16.043 17.811  -0.448
C23 13.393 -7.516 9.581  -0.466
C24 10.225 -20.936 13.575  -0.847
C25 16.017 -10.375 16.660  -1.102
C26 12.127 -13.299 13.216  1.097
C27 13.978 -8.862 9.780  0.376
C28 18.077 -9.673 15.603  -0.423
C29 6.531 -15.715 10.543  -0.487
C30 7.249 -16.531 17.030  -0.630
C31 13.840 -9.522 11.089  0.910
C32 10.575 -18.543 13.674  0.132
C33 17.056 -10.398 13.009  -1.308
C34 10.873 -14.161 13.475  -0.415
C35 9.722 -19.651 13.800  -0.111
C36 18.190 -15.475 10.766  0.412
C37 6.591 -14.982 11.742  -0.817
C38 16.059 -14.389 10.959  0.364
H1 18.010 -7.492 16.158  0.328
H2 16.504 -10.852 12.192  -0.146
H3 12.368 -5.887 10.411  0.393
H4 13.514 -20.139 13.011  0.366
H5 9.186 -17.720 10.946  0.324
H6 17.286 -9.360 12.745  0.513
H7 7.256 -17.399 9.442  0.411
H8 7.786 -14.641 13.514  0.452
H9 16.737 -10.363 17.445  0.515
H10 6.212 -16.754 17.095  0.452
H11 12.679 -17.886 13.345  0.122
H12 15.615 -11.473 16.684  0.433
H13 11.813 -15.931 12.483  0.506
H14 7.038 -16.711 14.935  0.322
H15 13.613 -6.969 8.608  0.363
H16 13.085 -9.309 13.058  0.561
H17 10.450 -13.911 14.464  0.356
H18 12.091 -22.007 13.139  0.380
H19 14.738 -9.320 18.102  0.373
H20 11.016 -15.963 16.401  0.254
H21 15.346 -8.305 16.631  0.268
H22 11.917 -7.153 12.520  0.382
H23 18.701 -10.523 15.893  0.261
H24 18.480 -9.355 14.629  0.358
H25 9.577 -21.794 13.679  0.397
H26 8.645 -19.572 13.943  0.382
H27 18.034 -10.872 13.162  0.426
H28 5.858 -14.231 11.927  0.435
H29 14.010 -9.467 16.484  0.324
H30 10.148 -15.701 18.577  0.304
H31 12.156 -15.633 14.215  0.503
H32 14.441 -11.039 14.974  -0.148
H33 7.620 -16.069 19.053  0.367
H34 18.029 -8.654 17.500  0.358
H35 19.400 -8.244 16.623  0.439
H36 10.203 -13.993 12.633  0.353
H37 5.643 -15.650 9.902  0.308

Net charge ... +1
Gap between HOMO and LUMO ... 0.23007 Ha
Max |F| ... 0.05514 hartree/bohr
Energy above the lowest of the compared OMol25 structures with the same formula, charge and spin ... 0.6644 eV


(3)
ORCA calculation (ωB97M-V/def2-TZVPD) on the molecule C4H5NO2.

Each line ends with the Mulliken charge.
Geometry (Å):
O1 -1.212 1.292 0.512  -0.520
O2 -1.896 -1.704 -1.052  -0.428
N1 0.294 -0.471 0.272  -0.288
C1 -0.952 0.164 0.156  0.679
C2 1.363 0.073 -0.585  -0.360
C3 1.353 0.338 0.866  -0.271
C4 -2.077 -0.699 -0.417  -0.091
H1 2.013 -0.227 1.519  0.231
H2 2.031 -0.665 -1.019  0.221
H3 1.086 0.900 -1.235  0.232
H4 1.079 1.333 1.205  0.251
H5 -3.080 -0.283 -0.193  0.345

Gap between HOMO and LUMO ... 0.35719 Ha
Max |F| ... 0.01239 hartree/bohr
Energy above the lowest of the compared OMol25 structures with the same formula, charge and spin ... 2.1145 eV


(4)
ORCA calculation (ωB97M-V/def2-TZVPD) on a cluster of 2 separate species, C22H27N6O5S in total at a distorted geometry.

Each line ends with the Mulliken charge.
Geometry (Å):
S1 0.108 2.554 3.219  -0.328
O1 2.228 4.099 3.150  -0.332
O2 -2.403 -2.828 -4.658  -0.689
O3 -3.741 -1.784 -3.315  -0.649
O4 -2.635 -3.512 -2.618  -0.642
O5 2.490 1.692 -3.269  -0.545
N1 -2.934 -2.701 -3.538  1.008
N2 3.309 -2.559 0.328  -0.672
N3 1.807 2.647 -1.291  -0.208
N4 -1.302 -0.519 -1.774  -0.319
N5 3.214 3.690 1.208  -0.921
N6 2.078 2.881 1.310  0.249
C1 -1.429 3.089 0.505  -0.867
C2 3.248 4.382 2.296  -0.037
C3 -0.017 -3.082 0.034  -0.256
C4 -0.218 1.076 2.211  1.403
C5 -0.503 2.714 -2.112  -0.444
C6 -2.150 -2.923 1.527  -1.371
C7 2.161 1.535 -2.132  -0.597
C8 -0.595 -1.404 -1.642  -0.574
C9 0.411 2.775 -1.049  -0.416
C10 -1.873 2.822 -1.854  -0.483
C11 2.628 -2.455 -0.577  0.076
C12 1.539 3.154 2.460  0.622
C13 -1.933 -1.440 1.866  0.239
C14 2.047 -0.979 -2.440  -1.621
C15 -1.105 -1.132 3.137  -1.107
C16 -2.345 3.018 -0.552  -0.762
C17 -1.492 -3.430 0.238  -0.599
C18 0.120 -0.240 2.938  -0.838
C19 2.091 0.185 -1.460  1.058
C20 0.246 -2.569 -1.388  0.653
C21 1.750 -2.320 -1.743  0.201
C22 -0.059 2.955 0.263  0.697
H1 0.351 1.183 1.293  -1.480
H2 -2.581 2.730 -2.666  0.377
H3 -1.890 -3.571 2.368  0.381
H4 3.025 -1.051 -2.918  0.566
H5 1.335 -0.790 -3.241  0.383
H6 -2.083 -3.104 -0.616  0.134
H7 2.309 2.580 -0.412  0.726
H8 -3.223 -3.056 1.382  0.429
H9 -0.781 -2.067 3.598  0.466
H10 -1.559 -4.519 0.239  0.522
H11 -2.913 -0.982 1.995  0.632
H12 -1.752 -0.652 3.875  0.350
H13 0.922 -0.777 2.433  0.312
H14 2.958 0.099 -0.804  0.401
H15 3.970 5.123 2.591  0.416
H16 0.658 2.979 1.077  0.365
H17 -1.492 -0.924 1.010  -0.375
H18 2.053 -3.116 -2.424  0.522
H19 1.195 0.210 -0.837  -0.530
H20 0.515 0.007 3.925  0.483
H21 -0.110 -3.339 -2.076  0.574
H22 0.574 -3.993 0.147  0.460
H23 -1.274 1.134 1.963  0.682
H24 -3.404 3.098 -0.352  0.397
H25 0.377 -2.378 0.768  -0.117
H26 -1.769 3.230 1.524  0.532
H27 -0.151 2.554 -3.122  0.464

Net charge ... -1
Gap between HOMO and LUMO ... 0.24502 Ha
Max |F| ... 0.09320 hartree/bohr


(5)
ORCA calculation (ωB97M-V/def2-TZVPD) on a structure of composition C26H27N3NiO2P.

Each line ends with the Mulliken charge.
Geometry (Å):
Ni1 -1.193 -0.456 0.056  -0.441
P1 1.003 -1.046 0.240  1.687
O1 0.790 2.031 -0.789  -0.464
O2 -1.371 1.457 -0.679  -0.658
N1 -3.044 -0.873 -0.350  0.171
N2 0.430 4.530 -1.067  -0.467
N3 -4.999 -1.833 -0.401  -0.056
C1 1.457 -1.869 -2.399  -0.387
C2 3.734 -1.537 0.118  -0.342
C3 0.370 -1.916 1.662  -0.354
C4 3.083 0.614 1.003  -0.262
C5 -0.090 -3.202 -1.152  -0.393
C6 0.926 -2.714 2.655  -0.684
C7 2.740 -0.616 0.448  0.611
C8 -3.724 -1.939 0.005  -0.385
C9 -1.289 -2.903 3.589  -0.640
C10 0.515 5.528 0.028  -0.609
C11 0.867 -2.189 -1.178  0.326
C12 0.141 -3.538 -3.523  -0.492
C13 -0.981 -1.573 1.611  0.079
C14 0.072 -3.215 3.627  -0.689
C15 -0.453 -3.868 -2.311  -0.792
C16 4.416 0.920 1.237  -0.834
C17 -1.495 4.298 0.376  -0.762
C18 -0.817 3.769 -0.911  0.603
C19 -1.822 -2.093 2.591  -0.156
C20 -5.149 -0.627 -1.049  -0.555
C21 5.404 0.004 0.907  -0.432
C22 -0.486 2.300 -0.787  -0.170
C23 1.106 -2.543 -3.562  -0.736
C24 5.066 -1.222 0.348  -0.715
C25 -3.930 -0.038 -1.011  -0.387
C26 -0.920 5.707 0.510  -0.654
H1 1.141 5.136 0.831  0.228
H2 -5.718 -2.523 -0.261  0.211
H3 -1.940 -3.291 4.364  0.414
H4 6.444 0.244 1.084  0.402
H5 -1.196 -4.654 -2.273  0.440
H6 4.685 1.873 1.673  0.411
H7 -1.478 3.882 -1.772  0.383
H8 1.200 2.943 -0.927  0.438
H9 2.211 -1.090 -2.446  0.403
H10 -2.578 4.267 0.300  0.382
H11 3.466 -2.492 -0.318  0.460
H12 1.987 -2.935 2.671  0.516
H13 -0.976 6.085 1.530  0.374
H14 -1.455 6.400 -0.142  0.296
H15 -6.084 -0.305 -1.472  0.407
H16 -0.142 -4.060 -4.428  0.399
H17 -0.535 -3.490 -0.208  0.451
H18 2.305 1.324 1.253  0.471
H19 -2.875 -1.836 2.626  0.641
H20 0.472 4.979 -1.971  0.257
H21 1.587 -2.285 -4.496  0.416
H22 -1.204 3.688 1.235  0.364
H23 5.838 -1.935 0.092  0.418
H24 -3.618 0.911 -1.404  0.451
H25 0.974 6.445 -0.335  0.374
H26 0.459 -3.841 4.420  0.418
H27 -3.325 -2.788 0.533  0.613

Net charge ... +1
Gap between HOMO and LUMO (alpha / beta) ... 0.31026 / 0.32111 Ha
Max |F| ... 0.01876 hartree/bohr


(6)
ORCA calculation (ωB97M-V/def2-TZVPD) on the molecule C4H4F2N4 at a distorted geometry.

Each line ends with the Mulliken charge.
Geometry (Å):
F1 -2.641 0.007 0.615  -0.281
F2 0.642 2.714 0.408  -0.349
N1 0.955 -0.761 0.309  -0.237
N2 2.396 -2.679 -0.305  -0.448
N3 1.037 0.534 -0.775  -0.127
N4 0.328 1.547 -0.552  0.014
C1 -0.527 -1.028 0.397  -0.275
C2 -1.033 1.453 -0.140  -0.397
C3 1.652 -1.819 -0.085  0.430
C4 -1.389 0.203 0.201  0.362
H1 -1.745 2.237 -0.234  0.459
H2 -0.780 -1.767 -0.407  0.287
H3 -0.863 -1.403 1.367  0.298
H4 1.968 0.762 -0.798  0.263

Gap between HOMO and LUMO ... 0.36325 Ha
Max |F| ... 0.08157 hartree/bohr